{"formula": "C14H36BN2O5P2S", "method": "the ωB97M-V functional and the def2-TZVPD basis", "elements": ["C", "C", "O", "B", "O", "P", "O", "C", "C", "C", "C", "C", "C", "P", "S", "H", "H", "H", "H", "H", "H", "H", "H", "H", "H", "H", "H", "H", "H", "H", "H", "H", "H", "H", "H", "H", "H", "C", "C", "O", "N", "C", "H", "H", "H", "H", "H", "H", "H", "C", "C", "O", "N", "C", "H", "H", "H", "H", "H", "H", "H"], "xyz": [[3.751, -0.406, 0.485], [3.711, -1.786, 1.138], [2.319, -2.237, 1.062], [2.060, -3.420, 1.575], [2.809, -4.039, 2.516], [0.493, -4.235, 0.757], [-0.769, -3.322, 0.747], [-1.172, -2.858, 2.064], [-2.352, -1.866, 1.967], [-1.951, -0.588, 2.710], [-2.832, -1.658, 0.522], [-3.781, -2.829, 0.171], [-3.652, -0.369, 0.387], [0.968, -4.515, -1.408], [-0.478, -3.763, -2.461], [2.921, -0.361, -0.212], [3.561, 0.371, 1.212], [4.680, -0.219, -0.029], [4.024, -1.685, 2.167], [4.371, -2.445, 0.590], [2.243, -4.363, 3.235], [0.275, -5.524, 1.279], [-0.371, -2.351, 2.603], [-1.471, -3.703, 2.683], [-3.173, -2.313, 2.518], [-2.682, 0.205, 2.646], [-1.867, -0.838, 3.768], [-0.957, -0.262, 2.418], [-2.029, -1.586, -0.204], [-4.465, -3.005, 0.992], [-3.247, -3.736, -0.100], [-4.383, -2.517, -0.674], [-4.190, -0.330, -0.552], [-4.350, -0.221, 1.204], [-2.922, 0.435, 0.336], [2.120, -3.725, -1.597], [1.207, -5.882, -1.643], [2.418, 4.350, -1.563], [3.113, 3.466, -0.559], [3.623, 2.400, -0.878], [3.156, 3.894, 0.729], [2.608, 5.118, 1.288], [2.467, 3.876, -2.538], [1.369, 4.485, -1.294], [2.910, 5.322, -1.622], [3.635, 3.260, 1.349], [3.412, 5.704, 1.736], [1.883, 4.871, 2.065], [2.119, 5.714, 0.526], [-1.391, 3.798, -3.503], [-1.158, 3.104, -2.183], [-0.515, 3.616, -1.282], [-1.696, 1.863, -2.021], [-2.484, 1.086, -2.961], [-0.904, 4.768, -3.476], [-0.967, 3.216, -4.322], [-2.458, 3.948, -3.674], [-1.502, 1.460, -1.119], [-3.457, 0.873, -2.515], [-1.968, 0.144, -3.156], [-2.631, 1.611, -3.898]], "largest_force_ev_per_a": 2.4, "energy_ev": -58404.47286, "homo_lumo_gap_ha": 0.2448, "lumo_ev": -4.31, "charge": 1, "homo_energy_ev": -10.97}